Density functional theory data (ωB97M-V/def2-TZVPD) for a molecular structure, C34H48LaN3O2P in a non-equilibrium geometry.

```
89
C34H48LaN3O2P (ωB97M-V/def2-TZVPD)
La 0.17831 -0.06222 0.38899
C 2.94348 2.01872 -1.27348
N 1.79902 2.09972 -0.35644
C 0.80941 3.05631 -0.89709
C 0.31058 2.75303 -2.32099
C -0.04200 1.28179 -2.59911
N -0.95969 0.79822 -1.58534
C -2.19261 0.66393 -1.92781
C -3.28345 0.39210 -1.05214
C -4.57960 0.44396 -1.59781
C -5.70436 0.38039 -0.81829
C -5.55115 0.22132 0.55958
C -4.30351 0.10683 1.11948
C -3.11281 0.18965 0.35386
O -1.95186 0.10964 0.93373
C 2.29073 2.61679 0.93699
C 3.43013 1.81352 1.57696
C 3.10763 0.40582 2.10326
N 2.54386 -0.48634 1.11550
C 3.26086 -1.51213 0.79063
C 3.00683 -2.42493 -0.26726
C 3.79659 -3.58698 -0.36955
C 3.63175 -4.47353 -1.40008
C 2.69635 -4.19508 -2.40240
C 1.95067 -3.04750 -2.36294
C 2.03824 -2.13600 -1.28077
O 1.27171 -1.10005 -1.23774
H 3.55667 2.92773 -1.22100
H 2.60877 1.89325 -2.29650
H 3.55619 1.15696 -1.02275
H 1.23659 4.07296 -0.91217
H -0.05140 3.06628 -0.21706
H 1.04217 3.08326 -3.06130
H -0.58987 3.35310 -2.47691
H 0.85401 0.65519 -2.57342
H -0.48676 1.21200 -3.60434
H -2.48070 0.84187 -2.97279
H -4.67693 0.56463 -2.66667
H -6.68911 0.46527 -1.25136
H -6.42704 0.18819 1.19300
H -4.21155 -0.03147 2.18464
H 1.44497 2.69593 1.63476
H 2.68805 3.63709 0.78925
H 3.78317 2.39461 2.43312
H 4.26423 1.74453 0.88108
H 2.37662 0.50099 2.90750
H 4.03583 -0.01397 2.52315
H 4.19273 -1.69576 1.34125
H 4.53065 -3.78215 0.40154
H 4.23072 -5.36845 -1.45566
H 2.56119 -4.89531 -3.21172
H 1.25499 -2.80968 -3.15324
C -3.71308 -2.97031 2.62770
C -2.76926 -2.92916 1.46919
C -1.39504 -3.02389 1.66572
C -0.51466 -3.01113 0.58583
C -1.02104 -2.91972 -0.71315
C -2.39154 -2.82427 -0.90892
C -3.25487 -2.82391 0.17020
H -4.13620 -3.96835 2.74432
H -4.53480 -2.28010 2.45594
H -3.19980 -2.70995 3.55016
H -1.01458 -3.18857 2.66342
H 0.54138 -3.22248 0.74364
H -0.36071 -3.02621 -1.56195
H -2.78609 -2.77986 -1.91232
H -4.32116 -2.76056 0.00842
C 1.01421 1.41192 6.29127
C 1.22870 1.71104 4.81006
P -0.03426 1.04654 3.57066
C -1.40419 2.19039 4.09708
C -2.78823 1.84526 3.57897
C -0.55059 -0.52912 4.40064
C 0.55282 -1.57839 4.28220
H 1.77951 1.93529 6.86185
H 1.11605 0.35219 6.50638
H 0.04712 1.74679 6.65389
H 2.22527 1.34719 4.55602
H 1.23936 2.79486 4.65720
H -1.12317 3.18111 3.72392
H -1.41601 2.22605 5.18984
H -2.76013 1.72152 2.50172
H -3.48431 2.64718 3.81607
H -3.15949 0.93065 4.03336
H -1.45053 -0.86737 3.87811
H -0.80860 -0.33529 5.44602
H 0.21967 -2.53427 4.68695
H 0.83183 -1.71091 3.22936
H 1.44373 -1.27390 4.83136
```

Results
Total charge: +1
E_HOMO (hartree): -0.3842
Orbital gap (Ha): 0.29899
Energy relative to the best compared isomer or geometry (same formula, charge and spin) (kcal/mol): 14.48

---

Density functional theory data (ωB97M-V/def2-TZVPD) for a single C14H13P molecule in a non-equilibrium geometry.

```
28
C14H13P (ωB97M-V/def2-TZVPD)
C -3.28369 1.46085 2.34522
C -2.19545 1.25050 1.51736
P -2.35736 0.46179 -0.09300
C -0.64843 0.34228 -0.25659
C -0.10660 -0.41811 -1.32493
C 1.03837 0.01435 -1.95798
C 1.46003 -0.60709 -3.13883
C 0.72759 -1.70041 -3.58604
C -0.35285 -2.17605 -2.93122
C -0.86802 -1.55405 -1.80201
C 0.14730 0.52202 0.98909
C 1.30409 0.11404 1.58757
C 2.54308 -0.66655 1.14089
C -0.79580 1.27167 1.83299
C -0.34666 2.08815 2.84672
H -4.23094 1.41683 1.84600
H -3.32224 1.69140 3.39474
H 1.58002 0.83297 -1.53946
H 2.29724 -0.07928 -3.63448
H 0.79113 -2.04450 -4.58743
H -0.80638 -3.01857 -3.52532
H -1.69980 -1.90410 -1.26858
H 1.28347 0.21268 2.66174
H 3.37558 -0.00923 1.37344
H 2.45533 -1.52383 1.77141
H 2.36211 -1.10412 0.10411
H -1.06280 2.83025 3.30591
H 0.71166 2.29611 2.92872
```

Results
E_HOMO (hartree): -0.2798
SMILES string: C=C1P=C(c2ccccc2)/C(=C\C)C1=C
Orbital gap (Ha): 0.25956
Energy relative to the best compared isomer or geometry (same formula, charge and spin) (kcal/mol): 46.13

---

Density functional theory data (ωB97M-V/def2-TZVPD) for 9 unconnected molecules or ions with the total composition C33H72F30N5OP6 in a non-equilibrium geometry.

```
147
C33H72F30N5OP6 (ωB97M-V/def2-TZVPD)
C 5.38465 -0.63169 -4.97177
C 4.20446 0.12753 -5.62003
N 4.33296 1.55789 -5.41228
C 5.34951 2.36996 -5.89076
C 5.13722 3.69028 -5.50721
N 3.99498 3.66927 -4.82324
C 3.47148 2.40760 -4.76059
C 3.26719 4.88382 -4.28280
H 6.28289 -0.63515 -5.58924
H 5.14487 -1.68404 -4.81962
H 5.69301 -0.21943 -4.01101
H 3.22409 -0.11205 -5.20823
H 4.16604 -0.11205 -6.68268
H 6.15843 1.88798 -6.41967
H 5.67564 4.60717 -5.69648
H 2.59688 2.08038 -4.21800
H 3.61625 5.81497 -4.72914
H 3.37592 4.85614 -3.19859
H 2.23256 4.73001 -4.58938
C -5.09980 4.75557 5.25109
C -5.12725 3.24593 4.83275
N -4.83950 3.16958 3.43036
C -5.83368 2.98010 2.52175
C -5.20451 2.76342 1.31915
N -3.81099 2.95783 1.47645
C -3.60989 3.08489 2.82596
C -2.75249 2.80865 0.42755
H -4.17757 5.27247 4.98575
H -5.33918 4.86613 6.30871
H -5.88763 5.26528 4.69646
H -6.11457 2.81392 4.99606
H -4.49646 2.59079 5.43358
H -6.86995 2.97083 2.82585
H -5.74165 2.58967 0.39845
H -2.62666 3.07898 3.27275
H -1.77496 3.07601 0.82887
H -2.96753 3.36992 -0.48175
H -2.58684 1.77949 0.10896
C -5.57790 -7.33096 -0.06954
C -5.77377 -6.12290 0.74784
C -4.86102 -4.95205 0.34547
C -3.38066 -5.43652 0.19546
P -2.18722 -4.06716 -0.10024
C -2.41778 -2.99201 1.32365
C -1.37957 -1.83832 1.49458
C -1.58668 -1.18114 2.86283
C -0.62637 -1.68610 3.96780
C -0.40236 -4.58654 -0.19496
C 0.10477 -5.42852 1.04377
C 1.53838 -5.13584 1.49826
C 1.82239 -3.77120 2.23102
C -2.72627 -3.22462 -1.61129
C -2.77263 -3.99099 -2.92686
C -4.05190 -4.70829 -3.38795
C -4.05379 -5.42286 -4.75988
H -6.29346 -8.09663 0.23018
H -4.56951 -7.73394 -0.16369
H -5.76591 -7.09945 -1.11794
H -5.55057 -6.37231 1.78518
H -6.84386 -5.91809 0.71526
H -4.97840 -4.21080 1.13595
H -5.20484 -4.48900 -0.57945
H -3.16103 -6.05219 -0.67679
H -3.05293 -5.98693 1.07735
H -2.41929 -3.62096 2.21389
H -3.44232 -2.64560 1.18794
H -1.68346 -1.03138 0.82780
H -0.35159 -2.17343 1.35651
H -2.60664 -1.35682 3.20477
H -1.51971 -0.10775 2.68548
H 0.35064 -1.50383 3.52022
H -0.86130 -2.70025 4.29094
H -0.79035 -1.11318 4.88048
H 0.24309 -3.72143 -0.34684
H -0.30534 -5.11676 -1.14235
H 0.12828 -6.48972 0.79601
H -0.52194 -5.22632 1.91237
H 2.21207 -5.21166 0.64474
H 1.77053 -6.03552 2.06814
H 1.82624 -3.00078 1.45996
H 2.68568 -3.74068 2.89576
H 0.98661 -3.82442 2.92869
H -2.00040 -2.41365 -1.67076
H -3.64788 -2.70949 -1.34041
H -1.93543 -4.63736 -3.19033
H -2.68858 -3.28778 -3.75544
H -4.92452 -4.06193 -3.29385
H -4.21815 -5.48721 -2.64381
H -3.48664 -4.90006 -5.53002
H -5.08541 -5.57373 -5.07785
H -3.53523 -6.38147 -4.74420
C 2.65888 0.07314 2.51115
N 2.70920 1.06565 1.29481
C 3.11975 2.51820 1.69791
C 3.77018 0.48712 0.36875
C 1.29919 1.11049 0.66467
C 1.19913 1.90261 -0.66714
O -0.13924 1.85249 -1.16948
H 1.90115 0.35338 3.24286
H 3.61573 0.16649 3.02481
H 2.55087 -0.95946 2.17923
H 2.95210 3.13411 0.81437
H 4.16824 2.46794 1.99158
H 2.58804 2.92106 2.55993
H 3.43259 -0.51250 0.09507
H 4.59151 0.39046 1.07881
H 3.94388 1.01999 -0.56611
H 0.69726 1.58642 1.43879
H 1.06164 0.05612 0.52329
H 1.75927 1.38616 -1.44664
H 1.45056 2.96281 -0.63808
H -0.12060 1.92154 -2.12681
P -0.88966 5.01335 -3.23097
F -0.12179 6.42338 -3.51538
F -1.81317 5.82030 -2.15469
F -2.00091 5.38639 -4.33072
F -1.74419 3.62352 -3.06155
F 0.00993 4.37345 -4.44624
F 0.24877 4.57414 -2.14787
P 3.49911 1.90261 6.17771
F 2.62401 2.12341 4.82112
F 4.59420 2.99086 5.76269
F 2.40376 2.92989 6.84226
F 4.21758 1.60892 7.59014
F 2.43208 0.74558 6.39343
F 4.47294 0.85548 5.37615
P 1.68023 -1.84547 -2.57998
F 2.47744 -3.13400 -1.93166
F 0.46746 -2.83550 -2.81173
F 1.01826 -1.57996 -1.07919
F 0.87471 -0.51202 -3.11552
F 2.89361 -0.76425 -2.27155
F 2.47124 -2.12153 -3.99111
P 0.11456 5.04161 2.45993
F 1.33099 5.35404 3.46672
F 1.04914 5.06342 1.13706
F 0.10084 3.44034 2.59984
F -1.12921 5.15446 1.44869
F -1.01838 5.16512 3.64527
F 0.04761 6.66116 2.60901
P 5.93393 3.69765 -0.70619
F 4.62501 2.93212 -1.45551
F 6.01381 2.38758 0.24811
F 6.92256 2.89675 -1.68311
F 7.11744 4.48369 0.23603
F 6.11644 4.97709 -1.67157
F 4.87593 4.44204 0.26633
```

Results
Total charge: -1
E_HOMO (hartree): -0.2845
Orbital gap (Ha): 0.30753
Energy relative to the best compared isomer or geometry (same formula, charge and spin) (kcal/mol): 32.69

---

Density functional theory data (ωB97M-V/def2-TZVPD) for 2 unconnected molecules or ions with the total composition CHN2O3P in a non-equilibrium geometry.

```
8
CHN2O3P (ωB97M-V/def2-TZVPD)
C 0.66693 -1.14335 -0.15578
N 1.31023 -1.97975 -0.88476
N 1.25150 -1.75095 0.84467
O -2.89929 0.93736 -0.89907
O -1.92747 1.56238 1.35252
O -1.72819 3.19823 -0.68075
P -2.16876 1.88934 -0.05543
H -0.06008 -0.30220 -0.01011
```

Results
Total charge: -2
E_HOMO (hartree): 0.0697
Orbital gap (Ha): 0.17131
Energy relative to the best compared isomer or geometry (same formula, charge and spin) (kcal/mol): 92.56

---

Density functional theory data (ωB97M-V/def2-TZVPD) for a molecular structure, C27H20CuF3N2O7SbTe.

```
62
C27H20CuF3N2O7SbTe (ωB97M-V/def2-TZVPD)
Cu -0.02395 0.15527 0.90102
O 0.34728 3.88668 -0.79801
C 0.55286 2.72335 -0.45574
O -0.04912 2.13085 0.49941
C 1.64684 1.96709 -1.22567
C 2.51175 2.75614 -1.94735
C 3.53658 2.21546 -2.72086
C 3.71518 0.84960 -2.79168
C 2.88392 0.04532 -2.05546
C 1.78471 0.53336 -1.26834
O 0.96349 -0.29484 -0.74964
N 3.14946 -1.38700 -2.12538
O 3.09208 -2.04661 -1.10198
O 3.45011 -1.85777 -3.21303
N 4.42997 3.08184 -3.45930
O 5.31044 2.56423 -4.13571
O 4.26532 4.28871 -3.38101
H 2.35828 3.82596 -1.91958
H 4.50084 0.42248 -3.39754
C -0.11027 -2.51971 3.48776
Te -0.23258 -0.39764 3.30344
C 1.79922 -0.07498 3.85681
H 0.62265 -2.90817 2.78608
H -1.09058 -2.93086 3.25717
H 0.16078 -2.77516 4.50964
H 1.94912 -0.35307 4.89688
H 2.00319 0.98426 3.71797
H 2.44230 -0.65453 3.20037
F -7.95590 -1.57171 -2.68985
C -6.65618 -1.41346 -2.34339
C -6.21932 -1.94152 -1.14603
C -4.88554 -1.76754 -0.79775
C -3.99763 -1.08973 -1.63364
C -4.48427 -0.57272 -2.83410
C -5.81758 -0.72866 -3.19709
Sb -1.93847 -0.86216 -1.02642
C -1.30242 -2.77072 -1.76209
C 0.01151 -3.16591 -1.50654
C 0.49639 -4.37513 -1.98867
C -0.35405 -5.18221 -2.71244
F 0.10861 -6.36447 -3.18505
C -1.66253 -4.83285 -2.97702
C -2.13359 -3.61497 -2.49609
C -1.31413 0.30579 -2.69129
C -0.78206 -0.26843 -3.84482
C -0.27788 0.53004 -4.86364
C -0.31276 1.90154 -4.70626
F 0.18707 2.67535 -5.69676
C -0.82120 2.50741 -3.57750
C -1.32470 1.69538 -2.56722
H -6.91452 -2.46949 -0.50684
H -4.53722 -2.17490 0.14575
H -3.81463 -0.04149 -3.50006
H -6.20560 -0.32993 -4.12501
H 0.67318 -2.51944 -0.94119
H 1.52078 -4.67443 -1.80850
H -2.29031 -5.49911 -3.55394
H -3.15621 -3.32671 -2.70961
H -0.73764 -1.34613 -3.94726
H 0.15378 0.10443 -5.75976
H -0.77779 3.58097 -3.45661
H -1.68282 2.16563 -1.65843
```

Results
Total charge: -1
E_HOMO (hartree): -0.2023
Orbital gap (Ha): 0.26570
Energy relative to the best compared isomer or geometry (same formula, charge and spin) (kcal/mol): 0.00

---

Density functional theory data (ωB97M-V/def2-TZVPD) for a single C8H8O3 molecule in a non-equilibrium geometry.

```
19
C8H8O3 (ωB97M-V/def2-TZVPD)
C -0.77539 0.21608 2.62490
C -0.40908 0.05561 1.15511
C -0.51078 1.01405 0.17223
C -0.12822 0.83098 -1.20447
C -0.30584 1.82458 -2.23903
O 0.06767 1.73011 -3.42534
C 0.50875 -0.48448 -1.48065
O 1.02073 -0.74716 -2.67275
C 0.73217 -1.38984 -0.46392
C 0.24613 -1.16115 0.81314
O 0.35272 -2.26174 1.66018
H -1.11838 1.26131 2.99407
H -1.30582 -0.71449 3.10945
H 0.21908 0.13214 3.11984
H -0.78769 2.08621 0.55515
H -1.07802 2.70807 -2.00132
H 0.98431 0.08992 -3.28986
H 1.10646 -2.44518 -0.70772
H 1.18121 -2.74502 1.28100
```

Results
E_HOMO (hartree): -0.3171
SMILES string: Cc1cc(C=O)c(O)cc1O
Orbital gap (Ha): 0.31240
Energy relative to the best compared isomer or geometry (same formula, charge and spin) (kcal/mol): 43.12